Record 1
DFT (ωB97M-V/def2-TZVPD) results for a structure of composition C18H10Co2LiO6.

Results
ΔE to the lowest compared entry with this formula, charge and spin in kcal per mole: 3.4

The geometry in ORCA input format:
```
! wB97M-V def2-TZVPD RIJCOSX def2/J DEFGRID3
* xyz -1 1
C -2.07333 -1.41655 1.27339
Li 0.40632 -1.52426 -1.33592
C -2.67696 -0.19125 0.91796
C -1.74207 0.58348 0.18723
C -0.49363 -0.11668 0.16594
C -0.72745 -1.41994 0.77295
C 0.30656 -2.35785 0.76511
C 1.60423 -1.94504 0.45430
C 1.86391 -0.62099 0.06253
C 0.81512 0.27619 -0.14729
H -2.51918 -2.22439 1.83974
H -3.67943 0.12500 1.17723
H -1.91105 1.54608 -0.28250
H 0.09526 -3.38997 1.05613
H 2.44229 -2.63976 0.56176
H 2.89658 -0.28933 -0.05773
H 0.99264 1.30930 -0.44849
O 1.39766 4.84812 5.18258
C 0.25596 5.01983 5.23340
Co -1.50242 5.22898 5.24525
C -1.84276 3.59446 5.81625
O -2.01337 2.51242 6.18791
C -1.60567 6.34319 6.62588
O -1.65569 7.06986 7.52347
C -1.68925 5.34049 3.26222
C -1.96794 4.18765 2.53514
C -1.55288 3.25569 1.67409
Co -3.37760 4.79453 3.45436
C -3.89542 3.13628 3.73342
O -4.28775 2.06573 3.93351
C -4.65581 5.16652 2.19131
O -5.46853 5.38911 1.40393
C -4.02322 5.61162 4.93669
O -4.70034 6.15127 5.71296
H -1.19848 6.20546 2.81441
H -1.94737 2.24093 1.77486
H -0.80882 3.46723 0.89481
*
```

---

Record 2
DFT (ωB97M-V/def2-TZVPD) results for a structure of composition C18H11Br4F6O8Y.

The geometry in ORCA input format:
```
! wB97M-V def2-TZVPD RIJCOSX def2/J DEFGRID3
* xyz -2 1
Y -0.10165 0.87859 -0.40212
O 0.47500 -0.29610 3.79466
C 0.72303 0.08949 2.65759
O -0.13794 0.44785 1.77654
C 2.19378 0.07373 2.19942
C 2.36785 -0.92221 1.03486
C 3.82679 -1.38465 0.95593
C 4.51533 -0.10033 0.42442
C 3.31210 0.83580 0.23008
O 2.27446 -0.08584 -0.13498
C 2.80938 1.37044 1.57918
C 1.87005 2.57780 1.36880
O 1.90363 3.48313 2.19287
O 1.17276 2.56064 0.28743
H 2.78349 -0.23931 3.05950
H 1.61159 -1.70019 0.96534
H 3.92603 -2.20983 0.25132
H 4.20439 -1.70786 1.92623
H 5.00960 -0.28362 -0.52981
H 5.24721 0.31581 1.11824
H 3.41371 1.58676 -0.54809
H 3.62596 1.72064 2.21055
Br 1.16860 -2.41616 -6.69329
C 0.78724 -2.09958 -4.86276
C 0.46945 -3.14646 -4.02048
Br 0.41698 -4.92924 -4.66871
C 0.17966 -2.88160 -2.67076
Br -0.24028 -4.27495 -1.45366
C 0.18662 -1.59263 -2.14201
O -0.09015 -1.31910 -0.90580
C 0.54645 -0.49688 -3.02214
O 0.59263 0.69887 -2.51980
C 0.82505 -0.78954 -4.35472
Br 1.27024 0.69203 -5.45325
C -4.30816 1.61997 -2.09843
C -2.97256 1.99527 -1.44978
O -2.18554 0.92991 -1.19789
C -3.24619 2.71264 -0.10172
F -3.84416 3.92130 -0.20169
F -2.10175 2.89756 0.57696
F -4.04556 1.96615 0.67638
C -2.21315 2.95634 -2.40276
F -1.00793 3.29193 -1.89996
F -2.00200 2.37442 -3.58401
F -2.85952 4.11828 -2.66057
H -4.82178 0.92598 -1.43738
H -4.09520 1.11223 -3.03673
H -4.93785 2.49204 -2.28422
*
```

---

For the records above, the corresponding electronic energy values read -106569.5767 -332753.2782 eV.
For the records above, the corresponding E_HOMO values read -0.1359 -0.0705 hartree.